--- P ---
This record from OMol25 describes 2 unconnected molecules or ions with the total composition C2H6N3O2. The level of theory is the ωB97M-V functional and the def2-TZVPD basis.

Geometry (Å):
N (0.19477, 2.30681, 2.33970)
C (0.00468, 1.28963, 1.35427)
O (-1.11761, 0.75363, 1.25584)
O (1.06099, 1.00697, 0.66594)
H (-0.46178, 2.33906, 3.12209)
H (1.14178, 2.52319, 2.56117)
N (-0.32287, -0.82314, -0.80645)
C (0.13102, -1.58413, -1.84229)
N (-0.61234, -2.44237, -2.47025)
H (0.19687, -0.13925, -0.25469)
H (-1.32955, -0.91842, -0.58193)
H (1.17437, -1.42740, -2.13412)
H (-0.06033, -2.88458, -3.20927)

Calculated values
LUMO ... 4.2 eV
Gap between HOMO and LUMO ... 8.8869 eV
Spin multiplicity ... 1
Charge ... -1
HOMO level ... -0.1728 hartree

=====

--- Q ---
This record from OMol25 describes 2 unconnected molecules or ions with the total composition C2H6N3O2. The level of theory is the ωB97M-V functional and the def2-TZVPD basis.

Geometry (Å):
C (-0.06406, -1.23974, 0.69536)
C (0.14128, 1.25467, -0.38249)
N (-2.03101, 0.77353, 0.10100)
N (-0.90554, 0.23488, -0.37449)
N (-3.07525, 0.01729, -0.10144)
O (-3.09872, -1.22003, -0.25660)
O (-4.15337, 0.67697, -0.08096)
H (0.94258, -1.08646, 0.27490)
H (-0.09234, -1.18839, 1.79273)
H (-0.68982, -1.98300, 0.37989)
H (1.14421, 0.81067, -0.10784)
H (0.19846, 1.63527, -1.42116)
H (-0.18224, 2.04687, 0.22946)

Calculated values
LUMO (spin up / spin down) ... 4.2 / 4.2 eV
Gap between HOMO and LUMO (spin up / spin down) ... 6.9518 / 6.9513 eV
Spin multiplicity ... 1
Charge ... -1
HOMO level (spin up / spin down) ... -0.1018 / -0.1018 hartree

=====

Energy comparison, zero being the most stable, in eV: P 0.000; Q 7.733.

=====

--- P ---
This record from OMol25 describes a molecular structure, H24NeO12. The level of theory is the ωB97M-V functional and the def2-TZVPD basis.

Geometry (Å):
Ne (0.06805, 0.06779, 0.28826)
O (3.51302, 0.26132, -2.21605)
H (3.53439, 0.19313, -1.26153)
H (3.85434, 1.13608, -2.40187)
O (3.66313, -0.14988, 0.67530)
H (3.07288, -0.90247, 0.71344)
H (3.39083, 0.40592, 1.40549)
O (-0.18653, -2.85278, -0.44279)
H (-0.78634, -2.66468, 0.27906)
H (0.68547, -2.78770, -0.05340)
O (-1.55092, 2.00914, -2.64024)
H (-1.70778, 2.26588, -3.54893)
H (-1.25619, 1.10010, -2.69516)
O (-3.80731, 1.65739, -1.21215)
H (-2.97961, 1.77345, -1.67871)
H (-3.69233, 0.84590, -0.71768)
O (-0.97424, 2.35761, 1.60698)
H (-0.48446, 1.61936, 1.96939)
H (-0.41362, 2.69861, 0.91009)
O (-3.58372, -0.23577, 1.07033)
H (-2.81496, -0.67495, 1.43417)
H (-3.83327, 0.40338, 1.73774)
O (0.23603, 3.14209, -0.81727)
H (-0.38984, 2.80926, -1.46050)
H (0.85442, 3.66185, -1.33077)
O (0.70099, 0.35647, 2.98748)
H (1.56013, 0.77657, 3.02776)
H (0.88373, -0.57551, 3.10686)
O (2.38851, -2.66871, 0.72397)
H (2.87154, -3.16859, 0.06591)
H (2.90909, -2.75716, 1.52235)
O (-1.68216, -2.17693, 1.88081)
H (-2.12176, -2.93348, 2.26890)
H (-0.83335, -2.14033, 2.32171)
O (-0.65296, -0.75991, -2.68477)
H (-0.69839, -1.27389, -1.87855)
H (0.26328, -0.81862, -2.95550)

Calculated values
LUMO ... -0.8 eV
Gap between HOMO and LUMO ... 8.5815 eV
Spin multiplicity ... 1
HOMO level ... -0.3465 hartree

=====

--- Q ---
This record from OMol25 describes a molecular structure, H24NeO12. The level of theory is the ωB97M-V functional and the def2-TZVPD basis.

Geometry (Å):
Ne (-0.41543, 0.04019, -0.06456)
O (-1.95773, 2.79819, 0.51498)
H (-2.47704, 2.80585, 1.31902)
H (-1.71855, 3.71440, 0.37502)
O (-1.65785, 2.24844, -2.26003)
H (-1.57051, 2.32847, -1.31019)
H (-2.58985, 2.38780, -2.42792)
O (2.50060, 2.27111, 1.16365)
H (2.41935, 1.32715, 1.02740)
H (2.32337, 2.39513, 2.09609)
O (-0.77205, 1.28150, 2.77783)
H (-0.80734, 1.94258, 2.08649)
H (-0.01311, 1.52760, 3.30668)
O (-0.12698, -1.37324, 2.68008)
H (-0.96307, -1.82960, 2.58570)
H (-0.32959, -0.45831, 2.48493)
O (-2.28150, -2.68798, 1.66596)
H (-2.01664, -2.90340, 0.77172)
H (-3.11083, -2.22088, 1.56469)
O (-0.53411, -0.03446, -3.11330)
H (-1.08600, -0.80470, -2.97767)
H (-0.87601, 0.61664, -2.50061)
O (2.19424, -2.26252, 1.59882)
H (1.46392, -2.08301, 2.19097)
H (1.78742, -2.35571, 0.73740)
O (2.15812, -0.54584, -2.50889)
H (2.74998, 0.19889, -2.40255)
H (1.31269, -0.15172, -2.72372)
O (1.26802, 3.79929, -0.75780)
H (1.71656, 3.52802, -1.55871)
H (1.69798, 3.30229, -0.06185)
O (-1.29128, -3.59688, -0.76684)
H (-0.43252, -3.18272, -0.85191)
H (-1.19266, -4.44492, -1.19968)
O (1.15740, -2.54734, -1.09424)
H (1.80981, -3.23509, -0.96158)
H (1.66130, -1.79536, -1.40545)

Calculated values
LUMO ... -0.1 eV
Gap between HOMO and LUMO ... 10.0293 eV
Spin multiplicity ... 1
HOMO level ... -0.3736 hartree

=====

Energy comparison, zero being the most stable, in eV: P 0.561; Q 0.000.

=====

--- P ---
This record from OMol25 describes a single C5H6ClF molecule. The level of theory is the ωB97M-V functional and the def2-TZVPD basis.

Geometry (Å):
C (0.69875, 1.67320, -0.10847)
C (1.08528, 0.72192, -0.97779)
C (0.83844, -0.68169, -0.73088)
C (-0.03867, -1.14563, 0.20909)
C (-1.23944, -0.58975, 0.81763)
F (-1.64689, 0.35640, 0.02773)
Cl (-2.53730, -1.86706, 1.04901)
H (0.90974, 2.75004, -0.19275)
H (-0.09477, 1.31257, 0.85224)
H (1.51667, 1.06990, -1.93701)
H (1.57213, -1.26830, -1.10204)
H (-0.12944, -2.21901, 0.27271)
H (-0.93451, -0.11260, 1.82051)

Calculated values
SMILES string ... C=C/C=C\[C@@H](F)Cl
LUMO ... 0.2 eV
Gap between HOMO and LUMO ... 9.3487 eV
Spin multiplicity ... 1
HOMO level ... -0.3361 hartree

=====

--- Q ---
This record from OMol25 describes a single C5H6ClF molecule. The level of theory is the ωB97M-V functional and the def2-TZVPD basis.

Geometry (Å):
C (-1.45943, 1.90537, -0.09383)
C (-2.02923, 0.54593, -0.10976)
C (-1.25811, -0.59964, 0.00925)
F (-1.99455, -1.70689, 0.09814)
C (0.11238, -0.57125, -0.19809)
C (0.99202, 0.27541, 0.32157)
Cl (2.66325, -0.05169, -0.04516)
H (-1.96936, 2.66621, -0.64056)
H (-0.46943, 1.87637, -0.61887)
H (-1.19635, 2.21509, 0.94916)
H (-3.13822, 0.54324, 0.23148)
H (0.65411, -1.30301, -0.90968)
H (0.64920, 0.90796, 1.29804)

Calculated values
SMILES string ... C/C=C(F)\C=C\Cl
LUMO ... 0.4 eV
Gap between HOMO and LUMO ... 9.1593 eV
Spin multiplicity ... 1
HOMO level ... -0.3226 hartree

=====

Energy comparison, zero being the most stable, in eV: P 0.563; Q 0.000.

=====

--- P ---
This record from OMol25 describes 2 unconnected molecules or ions with the total composition C3H10S. The level of theory is the ωB97M-V functional and the def2-TZVPD basis.

Geometry (Å):
C (3.62282, 1.27162, 2.64371)
C (2.32334, 1.24863, 1.80433)
H (3.88842, 0.21942, 2.74304)
H (3.46264, 1.70704, 3.62594)
H (4.43497, 1.79376, 2.14087)
H (2.56754, 0.95850, 0.78828)
H (1.68595, 0.54218, 2.33616)
H (1.73848, 2.16817, 1.82278)
C (-4.37024, -1.52662, -2.81507)
S (-3.27769, -2.03453, -4.13326)
H (-5.35114, -1.94404, -3.03396)
H (-4.05986, -2.00177, -1.89361)
H (-4.49343, -0.46007, -2.67892)
H (-2.17178, -1.94228, -3.35031)

Calculated values
SMILES string ... CC.CS
LUMO ... 1.0 eV
Gap between HOMO and LUMO ... 10.0593 eV
Spin multiplicity ... 1
HOMO level ... -0.3337 hartree

=====

--- Q ---
This record from OMol25 describes 2 unconnected molecules or ions with the total composition C3H10S. The level of theory is the ωB97M-V functional and the def2-TZVPD basis.

Geometry (Å):
C (-1.17178, -1.10389, -0.55881)
C (-0.73124, -0.11229, 0.47910)
C (0.46623, -0.62562, 1.27215)
H (-0.83598, -0.59258, -1.59423)
H (-2.38623, -1.21091, -0.55911)
H (-0.74036, -2.09225, -0.45004)
H (-1.59564, -0.00239, 1.20054)
H (-0.47798, 0.84611, 0.12543)
H (0.73045, 0.00855, 2.08969)
H (0.14483, -1.63613, 1.85473)
H (1.45913, -0.72796, 0.68794)
S (1.58042, 2.09814, -2.03360)
H (2.67346, 2.71547, -1.55858)
H (0.88469, 2.43576, -0.95521)

Calculated values
SMILES string ... CCC.S
LUMO ... 0.8 eV
Gap between HOMO and LUMO ... 10.7219 eV
Spin multiplicity ... 1
HOMO level ... -0.3629 hartree

=====

--- R ---
This record from OMol25 describes 2 unconnected molecules or ions with the total composition C3H10S. The level of theory is the ωB97M-V functional and the def2-TZVPD basis.

Geometry (Å):
C (-2.10158, -0.12543, -0.72044)
C (-2.46978, 0.51163, 0.64063)
H (-3.16277, -0.40671, -1.23533)
H (-1.40065, -0.94555, -0.84444)
H (-1.68341, 0.66327, -1.34733)
H (-3.47694, 1.08154, 0.63669)
H (-2.63593, -0.45263, 1.25284)
H (-1.70018, 0.99300, 1.24860)
C (3.25633, 0.22914, 0.21544)
S (3.51952, -1.39612, -0.53906)
H (2.35471, 0.63200, -0.33469)
H (2.95636, 0.39665, 1.25568)
H (4.18566, 0.79315, -0.18254)
H (2.35865, -1.97393, -0.04605)

Calculated values
SMILES string ... CC.CS
LUMO ... 0.7 eV
Gap between HOMO and LUMO ... 9.7106 eV
Spin multiplicity ... 1
HOMO level ... -0.3313 hartree

=====

Energy comparison, zero being the most stable, in eV: P 0.000; Q 0.649; R 0.901.